Record 1
95
Properties=species:S:1:pos:R:3:mulliken_charge:R:1 method="wB97M-V/def2-TZVPD" total_energy_ha=-6206.902295 spin_multiplicity=2 charge=-2 s_squared=0.7523
O 3.4927 0.3245 0.2599 -0.66
H 1.6536 6.5241 1.6211 0.28
S 2.6932 -1.9759 -3.5314 1.22
C -0.5431 2.1185 1.6298 -0.16
H -4.9432 -0.1197 -2.6348 0.40
C -0.3333 1.4002 -1.8979 -1.35
H 0.1185 4.8296 1.8531 0.44
H 6.8675 -4.7699 0.4297 0.22
O 1.9473 -3.1582 -3.9301 -0.74
C 4.3097 -3.9065 -2.4310 -0.20
H 1.0599 -4.1080 -1.3551 0.14
H -2.4076 -1.7384 -2.5668 0.22
C 6.0674 -3.4258 -0.8541 1.27
H -6.0694 -4.1203 -0.2650 0.44
H -1.6552 1.7851 -3.5945 0.52
C 1.7903 -3.9969 0.7108 -0.40
H -6.3949 1.2122 3.1187 0.38
C 4.8272 -1.6298 -1.8649 -0.37
C 3.9703 1.4949 0.2457 0.13
H -0.7057 2.0995 -1.1620 0.36
C 0.3156 -2.4213 -0.3263 -0.39
H -3.8881 4.5086 -1.2676 0.48
C -4.9750 0.6275 1.6233 -0.05
C -5.5813 4.3840 -3.4073 0.75
F -6.1128 -6.0256 -1.7426 -0.30
C -3.7785 -1.6993 -0.9102 -0.13
F -5.4591 4.2392 -4.7457 -0.28
C 0.7029 -3.8923 -0.3459 -0.55
H 2.7502 -4.3354 0.3190 0.05
C -3.7568 -3.3941 -2.6342 -1.00
O 3.1904 -1.1560 -4.6216 -0.78
F -6.4419 -0.2352 5.4990 -0.28
Cu 1.4144 0.2080 0.4459 -0.49
C 1.0690 -0.2078 -2.5585 0.19
H 4.2152 4.2944 0.5551 0.56
C 3.2275 3.9198 0.7791 -0.74
F -6.0858 -5.0723 -3.6820 -0.28
H -3.3315 -3.7985 -3.5438 0.44
O 5.1150 1.8628 -0.0197 -0.82
N 7.0667 -3.8628 0.0359 -0.68
C -3.8751 1.1097 -1.2283 -0.13
C -0.8408 1.2482 -3.1388 -0.13
C -5.4445 0.7320 2.9206 -1.12
C -4.6917 0.2240 3.9721 0.42
H -5.5712 1.0256 0.8126 0.47
C 2.1972 4.7503 1.2030 1.23
O 2.4575 6.0850 1.3241 -0.57
C -3.2528 -2.2270 -2.0957 -0.36
P -2.9557 -0.1796 -0.2870 2.58
C 2.9534 2.5725 0.6507 0.62
O -0.5881 -1.9537 -1.0032 -0.03
H 1.5287 -4.6336 1.5577 0.34
C -5.2861 -3.5841 -0.7836 -0.95
H -5.1927 -2.0252 0.6743 0.38
F -5.4140 1.6470 5.7233 -0.27
O -1.5019 2.7820 2.0490 -0.85
N 0.7352 0.6140 -1.5706 0.64
C -4.7850 -2.4000 -0.2563 -0.22
O -0.4774 0.8841 1.3927 -0.85
C -3.5845 2.4296 -0.8631 -0.20
C 0.9441 4.2242 1.4991 -0.38
H -5.8887 1.7679 -3.8811 0.39
C -3.4659 -0.3778 3.7280 -0.83
H 4.5900 -0.5770 -1.9218 0.29
C -5.2459 1.9534 -3.0294 -1.13
F -5.0530 5.5833 -3.1002 -0.30
N 1.9924 -1.1373 -2.3989 -0.07
H 3.6855 -4.6077 -2.9690 0.42
C -4.1279 3.4952 -1.5598 -1.05
H 5.5007 -5.4061 -1.4545 0.26
F -4.3584 -6.1667 -2.9994 -0.27
H 6.3562 -1.3349 -0.4135 0.29
C -4.7090 0.8898 -2.3220 -0.54
C -4.7788 -4.0739 -1.9754 0.25
H -2.9165 2.6240 -0.0272 0.43
C -5.3264 -5.3251 -2.5865 0.79
O 2.7299 -2.2497 2.1035 -0.76
S 0.0550 0.0247 -3.9795 -0.31
N 1.1326 -1.7178 0.5293 1.63
C 0.7590 2.8655 1.3388 0.35
C -4.9576 3.2568 -2.6488 0.37
H -0.1801 -4.5043 -0.1579 0.39
C 5.3186 -4.3443 -1.5828 -0.70
C -2.9986 -0.4661 2.4260 -0.40
C 1.9663 -2.5654 1.2120 0.17
N 1.7437 2.0900 0.9135 0.44
F -6.9144 4.4866 -3.1731 -0.27
C 4.0673 -2.5532 -2.5725 -0.50
H -2.0139 -0.8760 2.2326 0.27
F -4.4313 -0.1915 6.2950 -0.30
H -2.8668 -0.7478 4.5485 0.48
C 5.8211 -2.0623 -1.0123 -0.76
H 7.2382 -3.1943 0.7722 0.25
C -5.2296 0.3575 5.3617 0.73
C -3.7531 0.0158 1.3578 -0.48

Record 2
10
Properties=species:S:1:pos:R:3:mulliken_charge:R:1 method="wB97M-V/def2-TZVPD" total_energy_ha=-718.685377 spin_multiplicity=1 charge=0
H 0.6465 3.1140 1.0226 0.05
H -0.5891 -2.1496 -1.1186 0.33
P 0.8199 2.3326 -0.1039 -0.02
C -0.3224 -0.6567 0.5840 -0.52
H -0.5300 2.3239 -0.1936 0.01
C 0.1840 -1.5662 -0.5180 -0.70
H 1.0656 -1.0730 -0.9538 0.22
I -2.3495 -0.0757 0.4187 0.04
H 0.3578 0.2242 0.9211 0.33
H 0.7172 -2.4734 -0.0586 0.25

Record 3
17
Properties=species:S:1:pos:R:3:mulliken_charge:R:1 method="wB97M-V/def2-TZVPD" smiles="NC=O.CCC" total_energy_ha=-288.992404 spin_multiplicity=1 charge=0
H -1.8843 -0.5573 1.6076 0.19
H 2.5294 0.1312 -0.7209 0.25
C 1.9019 2.1262 -0.9605 -1.21
H -3.2083 -2.9381 2.7234 0.30
H 0.3515 -0.8359 -0.5938 0.30
C -2.5924 -2.4748 1.9508 0.15
C 0.3898 0.0946 -1.1575 -0.94
H 2.1303 0.4877 -2.4056 0.30
H 0.0039 -0.1013 -2.1542 0.26
H 1.4434 2.3247 0.0016 0.35
H -2.4551 -0.7332 3.1645 0.20
H -0.2434 0.7873 -0.6069 0.26
H 1.3632 2.6992 -1.7201 0.30
N -2.3117 -1.1764 2.2683 -0.30
H 2.9403 2.4595 -0.9368 0.34
C 1.8232 0.6481 -1.3779 -0.21
O -2.1818 -2.9416 0.9179 -0.54

Record 4
33
Properties=species:S:1:pos:R:3:mulliken_charge:R:1 method="wB97M-V/def2-TZVPD" total_energy_ha=-656.232388 spin_multiplicity=1 charge=+1
C -1.3178 -0.2602 -0.3654 2.15
C 3.5861 -0.0950 -0.1298 -0.30
H 3.5406 -2.1439 1.4620 0.33
H 2.4461 -1.4698 2.4960 0.33
H -0.7914 1.8071 -1.1712 0.24
F -0.4245 -0.8524 1.8462 -0.34
H -0.3608 0.1432 -2.1157 0.49
H -0.0339 3.2303 0.8589 0.18
C -1.0430 -1.7276 -0.8682 -1.59
H 3.5658 1.4522 -1.7263 0.45
C -1.0674 0.7255 -1.4480 -1.98
H 1.0206 1.5651 -1.2773 0.31
H 1.8119 -2.4361 1.2286 0.32
H -1.3012 -2.4692 -0.0941 0.37
H -1.5785 1.7577 1.6645 0.32
C -0.4710 0.0898 0.8638 1.08
H 1.0374 2.4835 1.8319 0.23
N 0.3122 2.3898 1.0872 -0.39
H -1.9143 0.8178 -2.1468 0.45
C 1.4422 0.2148 0.1625 -0.59
N 2.5018 -0.5505 0.5543 0.29
H 0.0650 -1.7443 -1.0557 0.34
H -3.0073 -0.7170 1.1591 0.29
H -3.3370 -0.5248 -0.6037 0.59
C -0.5959 1.3802 1.6590 -1.23
N 1.8230 1.0553 -0.8103 0.19
C 2.5830 -1.6641 1.4160 -0.80
C 3.1357 0.7703 -1.0758 -0.55
C -2.7538 -0.1810 0.1574 -1.88
H 4.4545 -0.7056 -0.1428 0.37
H -3.0160 0.8188 0.4025 0.48
H -0.2057 1.0915 2.6396 0.48
H -1.4310 -2.0149 -1.8558 0.39

Record 5
84
Properties=species:S:1:pos:R:3:mulliken_charge:R:1 method="wB97M-V/def2-TZVPD" smiles=CC(C)O.CC(C)O.CC(C)O.CC(C)O.CC(C)O.CC(C)O.CC(C)O total_energy_ha=-1360.236802 spin_multiplicity=1 charge=0
H 10.0680 -16.8369 -17.5225 0.33
H 10.9218 -16.4319 -15.9891 0.31
H 10.7844 -23.8796 -20.0544 0.32
O 21.6865 -19.3509 -18.8241 -0.52
C 16.5948 -16.5699 -24.9299 -1.03
H 14.4535 -23.3378 -20.5822 0.30
O 25.8194 -12.2570 -23.3069 -0.56
H 15.4560 -18.8105 -23.4613 0.35
H 13.2224 -18.3460 -18.2364 0.33
H 14.5812 -16.5222 -25.4689 0.16
H 21.7526 -20.1732 -19.3152 0.35
H 18.5959 -19.7045 -18.8655 0.30
H 9.6940 -17.7089 -16.0314 0.28
H 24.7646 -12.5928 -25.0588 0.21
H 10.9208 -19.3984 -16.7386 0.31
H 30.6166 -17.2987 -19.0158 0.34
C 22.5086 -21.5692 -12.0623 -1.16
H 25.5187 -21.0579 -12.6939 0.37
O 30.1399 -16.9660 -19.7797 -0.58
H 13.0025 -17.7538 -15.9353 0.32
H 16.4409 -15.5082 -24.7371 0.30
H 27.6854 -16.8519 -20.9756 0.34
C 12.4414 -23.5540 -21.3467 0.56
H 14.7939 -17.3683 -22.8537 0.38
H 19.6639 -20.3865 -20.1500 0.31
H 25.3184 -12.9317 -22.8430 0.33
C 13.5066 -23.7497 -20.2331 -1.19
H 23.0407 -22.1008 -14.1585 0.30
H 26.3866 -14.4605 -24.8953 0.35
C 24.8472 -21.8090 -13.1098 -1.36
H 23.2466 -20.1421 -14.7530 0.31
C 11.0969 -24.1820 -21.0539 -1.28
C 25.7444 -12.2952 -24.6854 0.46
C 11.4441 -18.4473 -16.8374 0.38
H 27.2432 -10.8801 -25.3153 0.30
H 20.1380 -17.9083 -18.6584 0.26
C 14.8345 -17.9676 -23.7633 -1.40
H 25.8005 -10.8853 -26.3221 0.35
H 13.5272 -24.8326 -20.1106 0.34
H 21.6816 -20.8686 -12.1782 0.32
C 26.1590 -10.9912 -25.2983 -1.20
C 19.2815 -19.4792 -19.6824 -1.09
H 25.0887 -22.6894 -12.5142 0.34
H 21.9789 -17.4126 -20.3120 0.31
H 17.3107 -16.6838 -25.7438 0.33
H 26.6288 -13.4257 -26.3431 0.33
H 11.7384 -19.1610 -18.8980 0.31
H 10.3120 -23.6456 -21.5872 0.37
H 30.2259 -17.2774 -22.3597 0.32
H 29.7619 -18.9452 -19.9449 0.25
C 29.5497 -18.0373 -20.5094 0.64
H 27.6881 -13.3164 -24.8778 0.32
C 21.0957 -17.9997 -20.5637 -1.16
H 27.4821 -17.9858 -19.8049 0.33
C 28.0520 -17.8469 -20.7236 -1.38
C 23.4109 -21.4410 -13.3738 0.48
H 14.4792 -18.7659 -26.2144 0.29
C 30.2075 -18.2219 -21.8160 -1.28
H 25.3284 -21.8964 -14.0839 0.32
H 23.0549 -21.3698 -11.1404 0.30
H 11.9169 -17.5519 -18.7385 0.38
H 21.9656 -22.5129 -12.1133 0.33
C 10.4916 -17.2275 -16.5973 -1.11
H 25.8113 -10.1109 -24.7577 0.34
H 12.4838 -23.7797 -23.3239 0.31
H 17.0703 -16.9382 -24.0209 0.20
O 12.9609 -24.0502 -22.5360 -0.57
H 31.2453 -18.5320 -21.6938 0.31
H 18.7878 -18.9207 -20.4778 0.27
H 21.3783 -18.7630 -21.2886 0.31
H 20.4569 -17.2980 -21.1000 0.38
C 12.1399 -18.4553 -18.1708 -1.30
H 12.2245 -22.5004 -21.5224 0.18
C 26.6778 -13.4738 -25.2553 -1.22
H 13.7816 -18.2422 -23.8280 0.40
H 27.5202 -18.5456 -21.3694 0.36
C 20.5290 -18.6759 -19.3263 0.29
C 15.2936 -17.2683 -25.1168 0.60
O 12.4158 -18.4953 -15.7696 -0.55
H 10.9634 -25.2402 -21.2789 0.32
H 13.2345 -23.2495 -19.3036 0.34
O 15.2712 -18.2236 -26.2300 -0.57
O 23.4159 -20.1005 -13.8090 -0.56
H 29.6318 -18.9821 -22.3439 0.34